Run w
This record from OMol25 describes a structure of composition C6H10N. The level of theory is wB97M-V/def2-TZVPD.

Values from the calculation:
- LUMO level (hartree) = -0.1651

The geometry in ORCA input format:
```
! wB97M-V def2-TZVPD RIJCOSX def2/J DEFGRID3
* xyz 1 1
C 1.16 -0.98 -0.36
C 0.47 -0.30 0.76
C 0.18 -0.25 -1.24
C -0.31 0.49 -0.12
C 0.60 -0.51 2.20
C -1.32 1.58 0.17
N -0.24 -0.27 -2.48
H 2.30 -0.76 -0.52
H 1.09 -2.14 -0.44
H 1.52 -0.16 2.38
H 0.70 -1.56 2.37
H -0.23 0.09 2.73
H -1.48 2.12 -0.82
H -1.04 2.09 1.01
H -2.34 1.25 0.35
H -0.01 -0.91 -3.11
H -1.04 0.21 -2.87
*
```

***

Run x
This record from OMol25 describes the ion C6H10N with charge +1. The level of theory is wB97M-V/def2-TZVPD.

Values from the calculation:
- SMILES = C#[N+]CC1(C)CC1
- LUMO level (hartree) = -0.1912

The geometry in ORCA input format:
```
! wB97M-V def2-TZVPD RIJCOSX def2/J DEFGRID3
* xyz 1 1
C -1.32 0.50 -0.98
C 2.83 -0.12 -0.47
C 0.79 0.80 0.66
C -1.89 0.52 0.36
C -0.48 0.01 0.20
C -0.20 -1.47 0.13
N 2.02 0.42 0.18
H -1.25 -0.20 -1.83
H -0.92 1.49 -1.29
H -2.66 -0.10 0.79
H 3.80 -0.59 -0.81
H 0.54 1.82 0.19
H 0.98 1.04 1.72
H -1.78 1.52 0.83
H -1.17 -2.11 -0.18
H 0.21 -1.69 1.08
H 0.49 -1.84 -0.60
*
```

***

Run y
This record from OMol25 describes the ion C6H10N with charge +1. The level of theory is wB97M-V/def2-TZVPD.

Values from the calculation:
- SMILES = [NH3+]C1(C2=CC2)CC1
- LUMO level (hartree) = -0.1328

The geometry in ORCA input format:
```
! wB97M-V def2-TZVPD RIJCOSX def2/J DEFGRID3
* xyz 1 1
C -0.77 0.19 -2.19
C -0.37 0.30 -0.96
C -1.31 1.38 -1.42
C 1.44 -1.15 0.35
C 0.12 -1.64 0.87
C 0.26 -0.23 0.40
N 0.27 0.89 1.38
H -0.78 -0.34 -3.11
H -0.93 2.37 -1.63
H -2.35 1.36 -1.11
H 2.25 -1.00 1.04
H 1.76 -1.49 -0.62
H -0.46 -2.32 0.26
H 0.02 -1.81 1.93
H 1.03 1.55 1.14
H 0.42 0.54 2.34
H -0.62 1.39 1.33
*
```

***

Stability check: which of them is least stable? run x.

***

Run w
This record from OMol25 describes an isolated molecule of C5H8N2O2. The level of theory is wB97M-V/def2-TZVPD.

Values from the calculation:
- SMILES = CC1=NOC[C@H]1C(N)=O
- LUMO level (hartree) = 0.0195

The geometry in ORCA input format:
```
! wB97M-V def2-TZVPD RIJCOSX def2/J DEFGRID3
* xyz 0 1
C -0.67 1.94 -0.43
C -0.97 0.50 -0.12
C -0.91 -1.82 0.08
C -0.03 -0.59 0.47
C 1.34 -0.66 -0.16
H 0.29 2.11 -0.97
H -0.51 2.51 0.47
H -1.50 2.42 -1.01
H -0.97 -2.58 0.86
H -0.49 -2.18 -0.90
H 0.02 -0.51 1.54
H 3.15 0.43 -0.02
H 1.90 0.75 1.24
N -2.17 0.10 -0.31
N 2.21 0.18 0.45
O -2.27 -1.26 -0.03
O 1.58 -1.35 -1.15
*
```

***

Run x
This record from OMol25 describes a structure of composition C5H8N2O2. The level of theory is wB97M-V/def2-TZVPD.

Values from the calculation:
- LUMO level (hartree) = 0.0209

The geometry in ORCA input format:
```
! wB97M-V def2-TZVPD RIJCOSX def2/J DEFGRID3
* xyz 0 1
C -1.67 0.38 -1.73
C 0.51 0.73 -0.26
C 1.49 -0.82 0.51
C -0.44 0.00 0.49
N 2.43 -0.18 1.22
N -1.27 -0.04 1.52
C -0.48 -0.20 -0.99
O 1.12 1.80 -0.34
O 1.47 -1.99 0.22
H 3.28 -0.68 1.45
H 2.49 0.83 1.11
H -1.10 0.54 2.33
H -1.86 -0.85 1.65
H -0.09 -1.13 -1.39
H -1.37 0.62 -2.75
H -2.50 -0.32 -1.78
H -2.02 1.30 -1.26
*
```

***

Stability check: which of them is least stable? run x.

***

Run w
This record from OMol25 describes an isolated molecule of C5H8N2O2. The level of theory is wB97M-V/def2-TZVPD.

Values from the calculation:
- LUMO level (hartree) = 0.0309

The geometry in ORCA input format:
```
! wB97M-V def2-TZVPD RIJCOSX def2/J DEFGRID3
* xyz 0 1
C -1.61 -0.03 0.34
C 0.03 -0.38 -0.09
C -0.11 0.78 -0.84
N -2.40 -1.07 -0.03
N -0.15 2.07 -0.51
C 1.54 0.26 0.34
C 2.63 -0.48 0.16
O 0.14 -1.63 -0.67
O -1.92 0.81 1.16
H 0.23 -2.27 0.06
H -2.17 -1.59 -0.86
H -3.37 -1.03 0.27
H -0.12 2.39 0.46
H -0.46 2.81 -1.12
H 1.55 1.00 1.13
H 2.63 -1.34 -0.51
H 3.54 -0.30 0.71
*
```

***

Run x
This record from OMol25 describes an isolated molecule of C5H8N2O2. The level of theory is wB97M-V/def2-TZVPD.

Values from the calculation:
- SMILES = [H]/N=c1\oc(O)cn1CC
- LUMO level (hartree) = 0.0232

The geometry in ORCA input format:
```
! wB97M-V def2-TZVPD RIJCOSX def2/J DEFGRID3
* xyz 0 1
C -0.84 1.19 0.35
C -2.05 0.73 -0.04
C -0.88 -1.26 -0.20
C 2.35 0.44 -0.43
C 1.39 -0.12 0.66
N -0.23 -2.33 -0.24
N 0.01 0.08 0.24
O -2.07 -0.71 -0.32
O -3.23 1.37 -0.06
H -0.64 2.26 0.69
H 2.60 1.50 -0.35
H 3.27 -0.09 -0.38
H 1.83 0.36 -1.42
H 1.46 -1.21 0.68
H 1.64 0.14 1.66
H -0.68 -3.05 -0.70
H -3.92 0.69 -0.14
*
```

***

Stability check: which of them is least stable? run w.

***

Run w
This record from OMol25 describes a structure of composition C4H12N2O2. The level of theory is wB97M-V/def2-TZVPD.

Values from the calculation:
- LUMO level (spin up / spin down) (hartree) = 0.0257 / 0.0257

The geometry in ORCA input format:
```
! wB97M-V def2-TZVPD RIJCOSX def2/J DEFGRID3
* xyz 0 1
C -0.36 -0.51 -0.61
C 2.59 -0.33 -0.47
C -2.63 1.13 -0.46
C 0.42 0.60 1.45
N 0.03 0.64 0.05
N -0.17 -1.78 -0.18
O 1.54 0.46 -0.95
O -1.95 0.06 0.15
H -0.54 -0.38 -1.67
H 0.14 -1.95 0.76
H -0.81 -2.49 -0.50
H 2.95 -0.02 0.52
H 2.34 -1.40 -0.44
H 3.42 -0.22 -1.17
H -2.12 1.55 -1.34
H -3.61 0.79 -0.81
H -2.78 1.96 0.24
H 1.20 1.35 1.58
H -0.46 0.87 2.03
H 0.81 -0.35 1.82
*
```

***

Run x
This record from OMol25 describes a cluster of 3 separate species, C4H12N2O2 in total. The level of theory is wB97M-V/def2-TZVPD.

Values from the calculation:
- LUMO level (hartree) = -0.1210

The geometry in ORCA input format:
```
! wB97M-V def2-TZVPD RIJCOSX def2/J DEFGRID3
* xyz 0 1
N -1.78 0.69 -0.31
C 0.43 -2.06 -1.31
C 1.77 -1.50 -1.66
C -0.66 0.98 0.53
C -1.10 1.86 1.74
N -2.35 1.58 2.19
O -0.34 2.65 2.23
H -1.45 0.88 -1.26
H 0.11 1.59 0.08
H 0.48 -2.68 -0.42
H -0.31 -1.25 -1.11
H -0.03 -2.67 -2.10
H 1.84 -1.15 -2.68
H 2.62 -2.11 -1.36
H -0.21 0.03 0.86
H -2.84 2.15 2.86
H -2.84 1.00 1.52
H 2.80 0.40 0.52
H 1.93 -0.53 -0.57
O 1.91 0.13 0.26
*
```

***

Stability check: which of them is least stable? run x.

***

Run w
This record from OMol25 describes a cluster of 2 separate species, C4H12N2O2 in total. The level of theory is wB97M-V/def2-TZVPD.

Values from the calculation:
- SMILES = COC(C)=O.CNN
- LUMO level (hartree) = 0.0373

The geometry in ORCA input format:
```
! wB97M-V def2-TZVPD RIJCOSX def2/J DEFGRID3
* xyz 0 1
C 3.35 -1.14 -0.31
N -0.82 1.34 1.59
O 2.04 -1.69 -0.40
H -0.94 2.35 1.72
H -0.03 1.21 0.95
H 3.40 -0.43 0.52
H 3.61 -0.63 -1.24
H 4.02 -1.98 -0.13
C -2.44 1.49 -0.20
C -0.29 -1.51 -0.60
N -1.95 0.76 0.96
C 1.04 -0.82 -0.54
O 1.20 0.37 -0.60
H -2.69 0.70 1.67
H -3.30 0.97 -0.60
H -2.71 2.53 0.03
H -1.64 1.50 -0.95
H -0.97 -1.03 0.10
H -0.70 -1.40 -1.60
H -0.18 -2.57 -0.37
*
```

***

Run x
This record from OMol25 describes a cluster of 2 separate species, C4H12N2O2 in total. The level of theory is wB97M-V/def2-TZVPD.

Values from the calculation:
- LUMO level (spin up / spin down) (hartree) = 0.0259 / 0.0259

The geometry in ORCA input format:
```
! wB97M-V def2-TZVPD RIJCOSX def2/J DEFGRID3
* xyz 0 1
C -0.76 1.44 -0.02
N -1.16 -0.66 -0.36
N -2.16 -1.55 0.21
O -0.54 2.41 -0.95
H 0.42 2.39 -1.14
H -1.30 -0.49 -1.35
H -2.59 -1.06 0.99
H -2.89 -1.76 -0.46
H -1.82 1.47 0.22
H -0.18 1.46 0.90
C 2.18 0.58 0.39
C 0.28 -1.07 -0.13
C 1.10 0.09 -0.54
O 0.41 -1.38 1.24
H -0.24 -2.08 1.42
H 0.43 -1.97 -0.75
H 1.41 0.03 -1.59
H 1.77 1.04 1.30
H 2.85 -0.21 0.74
H 2.79 1.34 -0.11
*
```

***

Run y
This record from OMol25 describes an isolated molecule of C4H12N2O2. The level of theory is wB97M-V/def2-TZVPD.

Values from the calculation:
- SMILES = CCON(O)[C@@H](C)N
- LUMO level (hartree) = 0.0396

The geometry in ORCA input format:
```
! wB97M-V def2-TZVPD RIJCOSX def2/J DEFGRID3
* xyz 0 1
C 0.95 -0.89 0.81
C -0.87 0.37 -1.65
C 0.53 -0.90 2.27
C -1.44 1.75 -1.44
N 0.31 0.28 0.14
N 0.61 -2.12 0.16
O 0.69 0.29 -1.23
O 0.79 1.47 0.72
H 1.66 1.63 0.31
H 2.04 -0.75 0.72
H -0.38 -2.32 0.26
H 0.84 -2.08 -0.82
H -0.70 0.15 -2.70
H -1.51 -0.41 -1.24
H 1.02 -1.75 2.77
H 0.81 0.02 2.76
H -0.55 -1.02 2.34
H -2.40 1.81 -1.97
H -0.78 2.51 -1.85
H -1.60 1.95 -0.38
*
```

***

Stability check: which of them is least stable? run x.

***

Run w
This record from OMol25 describes a cluster of 2 separate species, C4H12N2O2 in total. The level of theory is wB97M-V/def2-TZVPD.

Values from the calculation:
- LUMO level (hartree) = 0.0131

The geometry in ORCA input format:
```
! wB97M-V def2-TZVPD RIJCOSX def2/J DEFGRID3
* xyz 0 1
C -0.24 0.14 -0.45
C -1.16 -0.17 -1.61
C -1.76 1.12 -2.18
N 0.13 -1.06 0.36
H 0.67 0.62 -0.79
H -0.75 0.81 0.25
H -1.99 -0.80 -1.29
H -0.60 -0.67 -2.40
H -2.37 1.64 -1.45
H -0.97 1.81 -2.48
H -2.42 0.87 -3.01
H -0.66 -1.69 0.45
H 0.85 -1.57 -0.15
H 0.55 -0.70 1.33
N 1.18 -0.43 2.68
C 2.15 0.15 1.66
O 3.00 -0.64 1.26
O 1.91 1.33 1.37
H 1.69 -1.07 3.27
H 0.79 0.35 3.19
*
```

***

Run x
This record from OMol25 describes a structure of composition C4H12N2O2. The level of theory is wB97M-V/def2-TZVPD.

Values from the calculation:
- LUMO level (hartree) = 0.0323

The geometry in ORCA input format:
```
! wB97M-V def2-TZVPD RIJCOSX def2/J DEFGRID3
* xyz 0 1
C -0.59 -0.53 -0.63
C -1.80 0.97 -0.49
C 1.12 -1.14 2.06
C 1.18 1.14 -0.65
N 0.24 0.30 0.08
N -0.28 -1.07 -1.86
O 1.39 -0.96 0.72
O -2.30 0.95 0.79
H -1.56 1.10 1.40
H -1.18 -1.18 0.00
H 0.48 -0.64 -2.37
H -0.25 -2.07 -1.90
H -2.56 0.63 -1.19
H -1.39 1.92 -0.81
H 0.03 -1.12 2.27
H 1.49 -2.13 2.38
H 1.59 -0.38 2.70
H 2.20 0.76 -0.60
H 1.18 2.13 -0.19
H 1.01 1.32 -1.71
*
```

***

Run y
This record from OMol25 describes a cluster of 2 separate species, C4H12N2O2 in total. The level of theory is wB97M-V/def2-TZVPD.

Values from the calculation:
- SMILES = CN(C=O)CCN.O
- LUMO level (hartree) = 0.0325

The geometry in ORCA input format:
```
! wB97M-V def2-TZVPD RIJCOSX def2/J DEFGRID3
* xyz 0 1
C 0.19 -0.25 1.66
N 0.04 -0.80 0.40
C -1.23 -1.39 0.09
C 1.16 -0.67 -0.52
C 0.79 -0.24 -1.97
N 0.91 1.20 -2.06
O -0.64 -0.50 2.52
H 1.21 0.05 1.73
H -1.58 -1.19 -0.94
H -1.96 -1.08 0.85
H -1.15 -2.51 0.17
H 1.96 0.03 -0.11
H 1.65 -1.65 -0.62
H 1.41 -0.74 -2.74
H -0.24 -0.66 -2.17
H 1.00 1.62 -2.99
H 0.18 1.77 -1.65
H -1.64 2.98 3.03
H -0.64 1.81 2.86
O -1.41 2.23 2.47
*
```

***

Stability check: which of them is least stable? run x.